Entry 1:
The following is a DFT calculation (ωB97M-V/def2-TZVPD) of C34H38F6N10PSV as an isolated structure at a distorted geometry.

Output
M: 814.721 g/mol
ΔE to the lowest compared entry with this formula, charge and spin: 0.000 eV
Gap between HOMO and LUMO (spin up / spin down): 0.18478 / 0.20897 Eh

ORCA input file:
```
! wB97M-V def2-TZVPD RIJCOSX def2/J DEFGRID3
* xyz 3 2
V 0.09279 0.14456 0.17393
C -2.42964 -2.19744 2.80886
C -1.47640 -1.83404 1.86060
N -1.25888 -0.54251 1.61195
C -1.95530 0.39128 2.28734
C -2.91665 -0.01018 3.20506
N -3.14932 -1.29224 3.45504
C -1.61973 1.78193 1.93145
C -2.14924 2.92442 2.49139
C -1.71509 4.17954 2.04067
C -0.78314 4.22627 0.99680
C -0.31381 3.04829 0.45298
N -0.70910 1.86087 0.94447
C 0.57531 2.91278 -0.71313
C 1.08741 3.94536 -1.48051
N 1.86661 3.71364 -2.53291
C 2.14634 2.45860 -2.83987
C 1.64583 1.38898 -2.09382
N 0.86851 1.63704 -1.04384
C -2.24713 5.41843 2.62966
C -3.59432 5.52370 2.96894
C -4.04306 6.71894 3.51232
N -3.25214 7.75993 3.74462
C -1.96762 7.64946 3.42733
C -1.41445 6.51068 2.85782
H -2.61122 -3.24202 3.03171
H -0.91473 -2.56572 1.28972
H -3.51452 0.71165 3.74850
H -2.86965 2.86737 3.29570
H -0.46836 5.18298 0.60366
H 0.87627 4.98203 -1.24747
H 2.78256 2.27534 -3.69717
H 1.86752 0.35679 -2.33651
H -4.29308 4.71549 2.79291
H -5.08751 6.84292 3.77345
H -1.34613 8.51168 3.63827
H -0.35490 6.47686 2.63924
F 0.81975 -1.31290 -0.49839
P 1.00270 -3.48602 -1.78869
F 2.34451 -2.77546 -2.18485
F 1.07293 -4.79659 -2.54872
F -0.40465 -3.62005 -1.04939
F 0.26902 -2.53453 -2.81229
F 1.66332 -3.84765 -0.40760
C -6.21786 3.76375 -1.60962
C -5.62692 2.74505 -2.57779
C -4.09961 2.78299 -2.65167
C -3.40632 2.53953 -1.31470
N -3.83617 1.27499 -0.70080
C -3.22583 0.10161 -0.77032
S -1.60848 -0.03711 -1.45436
N -3.85532 -0.99344 -0.38245
C -3.45866 -2.39156 -0.65923
C -4.03652 -2.89705 -1.97638
C -5.55619 -3.07154 -2.00228
C -6.36397 -1.77746 -2.12034
H -7.30537 3.76107 -1.65560
H -5.88310 4.77418 -1.85042
H -5.94715 3.56600 -0.56652
H -6.01307 2.92929 -3.58033
H -5.96953 1.73537 -2.32315
H -3.77768 3.76651 -3.00417
H -3.73833 2.04917 -3.37709
H -3.63803 3.33159 -0.60081
H -2.32794 2.49298 -1.44305
H -4.81970 1.25142 -0.45317
H -4.83590 -0.88533 -0.14818
H -3.82172 -2.98538 0.18128
H -2.37105 -2.43541 -0.67346
H -3.55861 -3.85803 -2.17710
H -3.72153 -2.21912 -2.77706
H -5.87518 -3.63142 -1.11845
H -5.79645 -3.70700 -2.85467
H -6.50936 -1.26722 -1.16071
H -7.36781 -1.98052 -2.48930
H -5.89764 -1.07813 -2.81989
N 2.75377 -0.59906 3.28893
C 1.69726 -0.74704 2.50557
N 1.62032 0.19468 1.56500
C 2.75374 1.01915 1.76960
C 3.26072 2.12803 1.08870
C 4.43504 2.68542 1.55343
C 5.11399 2.17456 2.66865
C 4.63969 1.07195 3.34473
C 3.46058 0.51681 2.86362
H 3.00961 -1.22120 4.04288
H 1.01250 -1.56977 2.62474
H 2.79279 2.54666 0.21440
H 4.85471 3.53581 1.03334
H 6.03110 2.64627 2.99247
H 5.16210 0.65481 4.19464
*
```

The computed Mulliken charges, all in e, follow: -0.266, -0.728, -0.613, 1.022, -0.297, 0.017, -0.526, 0.775, -0.923, 0.188, -0.762, 0.658, 1.002, -0.793, 0.367, -0.525, -0.702, -0.469, 1.026, -0.088, -0.574, -0.530, -0.501, -0.507, -0.530, 0.516, 0.539, 0.495, 0.948, 0.870, 0.528, 0.504, 0.493, 0.461, 0.397, 0.400, 0.516, -0.358, 1.049, -0.289, -0.160, -0.252, -0.259, -0.303, -1.174, -0.239, -0.741, -0.170, 0.152, 0.194, -0.305, -0.201, -0.290, -0.543, -0.731, -0.971, 0.418, 0.312, 0.217, 0.445, -0.024, 0.448, 0.301, 0.444, -0.366, 0.457, 0.336, 0.560, -0.227, 0.465, 0.232, 0.301, 0.401, 0.272, 0.459, 0.214, 0.097, -0.964, 0.624, 0.583, -0.040, -1.013, -0.541, -1.185, 0.269, 0.298, 0.552, 0.478, 0.478, 0.441, 0.464



Entry 2:
The following is a DFT calculation (ωB97M-V/def2-TZVPD) of an isolated ion of composition C6H9N2S and charge +1 at a distorted geometry.

Output
M: 141.219 g/mol
ΔE to the lowest compared entry with this formula, charge and spin: 2.060 eV
Gap between HOMO and LUMO: 0.30052 Eh

ORCA input file:
```
! wB97M-V def2-TZVPD RIJCOSX def2/J DEFGRID3
* xyz 1 1
C -1.20726 -0.78052 -1.63209
C -0.57569 -0.75982 -0.42768
C 0.10416 1.47750 -1.45762
C -0.52556 -1.74666 0.66392
C -0.00289 -0.83993 1.83687
C 0.99650 0.07661 1.08927
N 0.23814 0.22216 -0.12389
N 0.79215 2.60846 -1.44029
S -0.89848 0.66743 -2.56839
H -2.04729 -1.52383 -1.92994
H -1.47650 -2.18660 0.95226
H 0.08816 -2.58535 0.35081
H -0.78224 -0.27966 2.15809
H 0.49349 -1.25287 2.83493
H 1.30703 1.10404 1.51198
H 1.83852 -0.52546 0.81691
H 0.89474 2.97623 -0.47562
H 0.76303 3.34828 -2.15953
*
```

The computed Mulliken charges, all in e, follow: -0.424, 0.464, 0.425, -0.706, -0.655, -0.426, -0.112, -0.374, -0.012, 0.353, 0.365, 0.288, 0.345, 0.317, 0.321, 0.271, 0.269, 0.290